{"formula": "C6H14N2O", "method": "wB97M-V/def2-TZVPD", "e_above_lowest_kj_mol": 168.0, "homo_lumo_gap_ev": 10.12, "fmax_ha_per_bohr": 0.0169, "e_homo_ev": -9.2, "smiles": "[H]/N=C(N)/C(C)=C\\C.CO", "e_lumo_ev": 0.92, "elements": ["C", "C", "C", "C", "C", "C", "N", "O", "N", "H", "H", "H", "H", "H", "H", "H", "H", "H", "H", "H", "H", "H", "H"], "xyz": [[-0.26971, 0.64209, 1.11178], [-0.47828, 0.84241, -0.19084], [2.90530, -1.09312, 0.07260], [-1.10999, -0.14226, 2.07274], [0.40538, 1.71868, -1.02169], [-1.62022, 0.25563, -0.94180], [-1.80752, -1.09763, -0.80060], [1.60534, -1.62324, 0.00451], [-2.33222, 1.03880, -1.63132], [0.56549, 1.15104, 1.57212], [0.99136, -0.94138, 0.28238], [-2.46011, -1.53943, -1.43037], [-1.03038, -1.66863, -0.50414], [-3.09646, 0.58428, -2.12798], [3.59346, -1.89185, -0.23446], [3.02865, -0.24820, -0.60705], [3.16233, -0.77523, 1.08069], [-1.93708, -0.65764, 1.57591], [-1.51455, 0.53987, 2.82968], [-0.48208, -0.87656, 2.59865], [1.06517, 1.09789, -1.65101], [-0.20593, 2.32227, -1.65717], [1.02195, 2.36223, -0.40266]]}

=====

{"formula": "C29H20F18N3O2PRe", "method": "wB97M-V/def2-TZVPD", "e_above_lowest_kj_mol": 0.0, "total_charge": 4, "homo_lumo_gap_ev": [5.26, 5.53], "fmax_ha_per_bohr": 0.0284, "e_homo_ev": [-20.1, -20.4], "spin_multiplicity": 2, "s2": 0.776, "e_lumo_ev": [-14.84, -14.84], "elements": ["Re", "C", "C", "C", "C", "C", "N", "C", "C", "C", "C", "C", "C", "C", "C", "O", "C", "F", "F", "F", "C", "F", "F", "F", "C", "C", "C", "O", "C", "F", "F", "F", "C", "F", "F", "F", "H", "H", "H", "H", "H", "H", "H", "H", "H", "H", "H", "H", "N", "C", "C", "C", "C", "C", "C", "C", "C", "N", "C", "H", "H", "H", "H", "H", "H", "H", "H", "F", "P", "F", "F", "F", "F", "F"], "xyz": [[-0.17219, 1.02663, -0.94060], [-1.73671, -5.64105, -2.80293], [-1.16437, -4.41106, -2.26726], [0.20968, -4.28343, -1.97754], [0.69624, -3.15466, -1.39622], [-0.14232, -2.03092, -1.05686], [0.38781, -0.99654, -0.36310], [1.43247, -1.28822, 0.47461], [1.40386, -2.53815, 1.17387], [2.41965, -2.95100, 1.98658], [3.56256, -2.15177, 2.16549], [4.69973, -2.59357, 2.97777], [3.57289, -0.87305, 1.53687], [2.54915, -0.42314, 0.74975], [2.70519, 0.91328, 0.03500], [1.44888, 1.36522, -0.38339], [3.30286, 2.05245, 0.94354], [4.60822, 1.95864, 1.03662], [2.75692, 1.94311, 2.17049], [2.95378, 3.22480, 0.43503], [3.63118, 0.70514, -1.24191], [3.92193, 1.85250, -1.80740], [4.73475, 0.07042, -0.89479], [2.93522, -0.07271, -2.09257], [-1.50743, -2.09640, -1.53085], [-1.98433, -3.25243, -2.06653], [-2.45220, -0.91816, -1.34879], [-1.70075, 0.26325, -1.33034], [-3.17671, -1.04455, 0.04303], [-2.21557, -0.88253, 1.00516], [-3.71965, -2.22249, 0.20064], [-4.07189, -0.08375, 0.20512], [-3.51561, -0.76177, -2.50609], [-2.95217, -1.04525, -3.67149], [-4.54113, -1.56572, -2.28641], [-3.92683, 0.50518, -2.51060], [-1.17986, -6.52710, -2.49580], [-2.80220, -5.73990, -2.59388], [-1.67031, -5.64641, -3.90607], [0.88774, -5.08505, -2.24503], [1.76509, -3.05049, -1.25319], [0.50099, -3.13422, 1.10824], [2.33661, -3.88986, 2.51975], [4.42168, -3.35787, 3.70217], [5.45416, -3.07519, 2.33326], [5.23634, -1.76968, 3.44898], [4.45616, -0.26512, 1.68294], [-3.02657, -3.33531, -2.34727], [-0.07987, 1.02719, 2.62083], [-0.61920, 2.22810, 2.80594], [-0.40463, 2.89059, 4.04587], [-1.06062, 4.05297, 4.36137], [-1.94328, 4.60845, 3.43823], [-2.18155, 3.99319, 2.17497], [-3.12924, 4.53690, 1.29221], [-3.36945, 3.89059, 0.10381], [-2.59543, 2.78025, -0.21898], [-1.64113, 2.27256, 0.57011], [-1.47730, 2.82421, 1.80095], [-0.39925, 0.42674, 1.87730], [0.45607, 0.61404, 3.37182], [0.25487, 2.42953, 4.77250], [-0.91945, 4.51955, 5.32734], [-2.45952, 5.53412, 3.66514], [-3.66919, 5.43881, 1.55582], [-4.11075, 4.23736, -0.60296], [-2.77299, 2.33184, -1.18135], [-0.48896, 2.77008, -1.88387], [0.14807, 2.37612, -3.74491], [0.69809, 1.74816, -5.00786], [-0.16170, 3.80738, -4.12305], [-1.29765, 1.79975, -3.80674], [1.49667, 2.59448, -3.00606], [0.39443, 0.54491, -2.82642]]}

=====

{"formula": "C32H31BrFIrN6O5Se", "method": "wB97M-V/def2-TZVPD", "e_above_lowest_kj_mol": 0.0, "total_charge": 1, "homo_lumo_gap_ev": [8.51, 6.11], "fmax_ha_per_bohr": 0.0048, "e_homo_ev": [-11.1, -11.1], "spin_multiplicity": 2, "s2": 0.756, "e_lumo_ev": [-2.62, -4.97], "elements": ["Ir", "C", "O", "C", "O", "N", "N", "H", "H", "H", "H", "H", "H", "C", "C", "C", "C", "C", "C", "C", "F", "C", "C", "C", "O", "C", "C", "N", "C", "C", "O", "O", "H", "H", "H", "H", "H", "H", "H", "H", "H", "H", "H", "C", "N", "C", "Se", "N", "C", "C", "C", "C", "C", "C", "H", "H", "H", "H", "H", "H", "H", "H", "Br", "C", "C", "C", "C", "C", "C", "C", "C", "N", "H", "H", "H", "H", "H", "H"], "xyz": [[-0.75750, 1.16101, 1.05141], [5.05862, 1.45492, 0.97094], [4.01703, 2.28894, 0.43512], [2.81053, 2.09414, 0.97481], [2.55594, 1.30673, 1.85170], [1.91732, 2.94675, 0.37546], [0.59136, 3.00447, 0.82927], [5.95946, 1.74302, 0.44044], [4.82744, 0.40615, 0.79433], [5.16992, 1.62773, 2.03899], [2.29495, 3.76455, -0.07842], [0.02446, 3.41488, 0.08929], [0.47845, 3.58169, 1.66176], [1.04472, -0.41533, -6.04512], [1.61855, -1.39380, -5.04030], [3.08776, -1.69019, -5.28974], [3.55076, -2.80402, -4.36675], [3.21378, -2.48660, -2.93483], [3.90616, -3.07814, -1.90307], [3.61449, -2.75773, -0.58004], [4.32516, -3.35532, 0.38633], [2.65147, -1.85053, -0.24670], [1.93258, -1.23496, -1.28103], [0.90258, -0.26568, -0.94386], [0.64736, -0.12015, 0.29537], [0.29978, 0.41740, -2.01045], [0.60491, 0.02306, -3.30214], [1.47110, -0.92355, -3.62652], [2.20394, -1.55412, -2.61833], [-0.71257, 1.52244, -1.92589], [-1.01166, 2.12671, -2.93315], [-1.27658, 1.80524, -0.77158], [1.26432, -0.79782, -7.04070], [1.49833, 0.57340, -5.95240], [-0.03836, -0.32711, -5.97491], [1.05373, -2.32794, -5.10238], [3.67631, -0.78144, -5.13261], [3.21076, -1.98478, -6.33124], [4.62419, -2.97120, -4.45680], [3.06054, -3.73904, -4.65399], [4.69707, -3.78835, -2.10906], [2.44777, -1.59322, 0.78281], [0.08122, 0.52173, -4.10285], [-0.87281, 2.74299, 5.66770], [-1.79663, 1.71185, 5.22853], [-1.60326, 0.83482, 4.24420], [-0.00441, 0.60917, 3.22850], [-2.71513, 0.10744, 4.09701], [-3.69304, 0.55782, 4.97368], [-5.00829, 0.16947, 5.18982], [-5.69988, 0.86164, 6.16354], [-5.10456, 1.89984, 6.89572], [-3.79540, 2.28193, 6.67993], [-3.10212, 1.58331, 5.70006], [0.08781, 2.58434, 5.18737], [-0.75259, 2.68492, 6.74780], [-1.26569, 3.71858, 5.38500], [-2.83202, -0.57676, 3.36733], [-5.46919, -0.62814, 4.62388], [-6.72882, 0.59966, 6.36699], [-5.68831, 2.41404, 7.64638], [-3.33980, 3.08501, 7.24202], [-2.41019, 2.79303, 1.90634], [-2.20480, -0.34500, 0.89459], [-2.17340, -1.04117, -0.42695], [-2.86361, -0.53071, -1.52698], [-2.71826, -1.09857, -2.77980], [-1.88730, -2.20607, -2.94158], [-1.25233, -2.77476, -1.83891], [-1.40352, -2.19325, -0.59438], [-1.61145, -2.72493, -4.25303], [-1.31204, -3.12624, -5.28843], [-1.99318, -1.07983, 1.67284], [-3.17112, 0.12635, 1.07230], [-3.47627, 0.35382, -1.40885], [-3.22191, -0.67128, -3.63648], [-0.63154, -3.65231, -1.96685], [-0.88304, -2.61497, 0.25756]]}

=====

{"formula": "C5H5NO", "method": "wB97M-V/def2-TZVPD", "e_above_lowest_kj_mol": 314.9, "homo_lumo_gap_ev": 11.70, "fmax_ha_per_bohr": 0.0572, "e_homo_ev": -11.0, "e_lumo_ev": 0.73, "elements": ["C", "C", "O", "C", "C", "C", "N", "H", "H", "H", "H", "H"], "xyz": [[0.84484, 0.95333, 0.76797], [0.27757, -0.20826, 0.00609], [0.63426, -1.38158, 0.69854], [-1.19732, -0.13928, -0.17146], [-2.39190, -0.05164, -0.28691], [1.24988, -0.55751, -2.34848], [0.88622, -0.16031, -1.29050], [0.61080, 1.84558, 0.19178], [0.41535, 0.98322, 1.75828], [1.92910, 0.81017, 0.79981], [0.19257, -2.12895, 0.27686], [-3.45138, 0.03523, -0.40199]]}

=====

{"formula": "C3H13NO3", "method": "wB97M-V/def2-TZVPD", "e_above_lowest_kj_mol": 466.6, "homo_lumo_gap_ev": 7.69, "fmax_ha_per_bohr": 0.0642, "e_homo_ev": -9.2, "e_lumo_ev": -1.55, "elements": ["C", "C", "C", "N", "H", "H", "H", "H", "H", "H", "H", "H", "H", "O", "H", "H", "O", "H", "H", "O"], "xyz": [[-2.09001, -0.55368, 0.95986], [-1.00325, -0.36114, -0.06905], [-1.20329, 0.43565, -1.17656], [-0.10494, -1.40042, -0.14062], [-2.72439, 0.33713, 1.04613], [-1.62228, -0.83850, 1.89747], [-2.77207, -1.33112, 0.62596], [-1.20748, 0.10606, -2.21991], [-1.54897, 1.46573, -1.12987], [0.42289, -1.38256, 0.75460], [0.50071, -1.11295, -0.90454], [3.25163, 0.42409, -2.49022], [2.15687, 0.61758, -1.46486], [2.35294, 0.13160, -2.28641], [1.10057, 1.81248, -0.00052], [-0.39146, 0.75825, -0.03713], [1.62946, 1.08442, 0.33588], [1.37715, -0.47297, 2.77154], [1.20273, 0.45113, 1.34421], [0.67318, -0.17080, 2.18402]]}

=====

{"formula": "C5H8O2", "method": "wB97M-V/def2-TZVPD", "e_above_lowest_kj_mol": 284.3, "homo_lumo_gap_ev": 9.44, "fmax_ha_per_bohr": 0.0107, "e_homo_ev": -8.7, "e_lumo_ev": 0.77, "elements": ["C", "O", "C", "C", "C", "C", "O", "H", "H", "H", "H", "H", "H", "H", "H"], "xyz": [[-1.23147, 0.67293, 0.37148], [-1.18982, 1.03457, -1.05459], [-0.59108, 0.18018, -1.83223], [-0.20359, -0.98499, -0.93142], [-0.19412, -0.43196, 0.50062], [1.19382, 0.11791, 0.83587], [1.60077, 1.14819, -0.04059], [-2.25365, 0.34374, 0.58457], [-1.00685, 1.58414, 0.93009], [1.52406, 0.85001, -0.95742], [0.73262, -1.46382, -1.24022], [-1.00013, -1.72799, -1.09589], [-0.48739, -1.17805, 1.24687], [1.19242, 0.57155, 1.83284], [1.91442, -0.71642, 0.85003]]}

=====

{"formula": "C8H9AlFHoI2O4S", "method": "wB97M-V/def2-TZVPD", "total_charge": 4, "homo_lumo_gap_ev": [5.09, 3.09], "fmax_ha_per_bohr": 0.2106, "e_homo_ev": [-22.6, -20.6], "spin_multiplicity": 5, "s2": 6.099, "e_lumo_ev": [-17.48, -17.47], "elements": ["I", "I", "Ho", "Al", "S", "C", "C", "C", "C", "C", "C", "C", "C", "O", "O", "O", "O", "H", "H", "H", "H", "H", "H", "H", "H", "H", "F"], "xyz": [[-4.58683, 3.79973, -1.12920], [-4.55892, 1.63741, 0.36120], [-0.56571, -1.24838, 1.22476], [-0.39256, 1.07502, -1.19085], [-1.35915, -0.96853, -1.37538], [1.49887, 0.41090, -1.29050], [2.27210, 1.07268, -0.27264], [-0.88681, -2.07004, -2.87958], [-2.13741, -2.90378, -3.12364], [0.28704, -2.94721, -2.50920], [-0.57289, -1.15836, -4.05471], [1.06441, -1.03683, 2.96965], [1.58825, -1.85380, 0.61187], [2.86552, 0.83141, 0.71371], [2.06567, -0.46691, -1.96611], [1.93896, -0.94605, 3.71423], [2.70130, -2.09139, 0.39994], [-1.99097, -3.54682, -4.00168], [-3.00496, -2.25998, -3.30417], [-2.35525, -3.53441, -2.25209], [0.49560, -3.61940, -3.35866], [0.06901, -3.55740, -1.62265], [1.18871, -2.35533, -2.31841], [-0.42083, -1.78164, -4.95043], [0.34092, -0.57236, -3.88627], [-1.40338, -0.46946, -4.25740], [-0.47638, 0.82163, 0.73528]]}

=====

{"formula": "ClHI2Si", "method": "wB97M-V/def2-TZVPD", "homo_lumo_gap_ev": [8.34, 4.99], "fmax_ha_per_bohr": 0.0726, "e_homo_ev": [-10.0, -8.4], "e_lumo_ev": [-1.68, -3.38], "elements": ["Si", "Cl", "I", "I", "H"], "xyz": [[-1.07077, -0.37022, 0.04187], [-0.17802, 0.16076, -1.65485], [2.53877, 2.68573, 0.04768], [-0.77222, -2.83768, 0.53989], [-0.51776, 0.36140, 1.02542]]}

=====

{"formula": "C3H12NO2", "method": "wB97M-V/def2-TZVPD", "e_above_lowest_kj_mol": 132.0, "total_charge": 1, "homo_lumo_gap_ev": 10.92, "fmax_ha_per_bohr": 0.1088, "e_homo_ev": -14.2, "e_lumo_ev": -3.25, "elements": ["C", "C", "C", "N", "H", "H", "H", "H", "H", "H", "H", "H", "H", "H", "O", "H", "H", "O"], "xyz": [[2.09099, -0.16888, 0.93766], [1.51768, 0.13063, -0.40791], [1.77702, 1.20815, -1.15436], [0.53498, -0.83807, -0.87972], [3.18817, 0.18233, 0.93225], [1.52392, 0.47266, 1.77405], [2.07632, -1.12187, 1.26125], [1.35101, 1.54545, -2.03458], [2.52782, 1.91290, -0.78079], [0.85147, -1.80544, -0.72970], [0.31594, -0.75906, -1.93003], [-0.42020, -0.68758, -0.37899], [-2.66731, -0.36598, 0.00545], [-2.34718, -1.65268, -0.88577], [-2.07613, -0.82914, -0.62497], [-3.29867, 0.48206, 2.27943], [-3.43069, 1.61858, 1.23184], [-3.51513, 0.67592, 1.38490]]}

=====

{"formula": "C6H10S", "method": "wB97M-V/def2-TZVPD", "e_above_lowest_kj_mol": 285.9, "homo_lumo_gap_ev": 9.75, "fmax_ha_per_bohr": 0.0689, "e_homo_ev": -8.7, "smiles": "C1CC[C@@H]2S[C@H]2C1", "e_lumo_ev": 1.10, "elements": ["C", "C", "C", "C", "C", "C", "H", "H", "H", "H", "H", "H", "H", "H", "H", "H", "S"], "xyz": [[-1.12535, -0.74542, 0.26672], [-1.10101, 0.70868, -0.40834], [0.14468, 1.60444, 0.03167], [1.19418, 0.57962, 0.44490], [1.18914, -0.57058, -0.41992], [0.26881, -1.65394, 0.01223], [-1.23247, -0.57682, 1.34336], [-1.99805, -1.31633, -0.04227], [-1.14576, 0.48661, -1.53588], [-2.15522, 1.08413, -0.13855], [-0.09661, 2.10009, 0.93838], [0.51128, 2.58673, -0.65390], [1.17031, 0.46501, 1.54207], [0.79622, -0.34722, -1.47588], [-0.00049, -2.37570, -0.70702], [0.73561, -2.03568, 0.88195], [2.84473, 0.00637, -0.07951]]}

=====

{"formula": "C2H9N3O", "method": "wB97M-V/def2-TZVPD", "e_above_lowest_kj_mol": 83.0, "homo_lumo_gap_ev": 9.86, "fmax_ha_per_bohr": 0.0378, "e_homo_ev": -9.2, "smiles": "[H]/N=C(\\N)NC.O", "e_lumo_ev": 0.65, "elements": ["C", "N", "C", "N", "N", "H", "H", "H", "H", "H", "H", "H", "H", "H", "O"], "xyz": [[-0.01183, -0.03776, 1.85101], [0.63000, -0.91260, 0.86098], [0.53929, -0.70702, -0.49853], [1.51628, -1.45865, -1.25118], [-0.23430, 0.19514, -0.95651], [-0.74247, 0.57756, 1.34162], [0.73541, 0.56079, 2.36768], [-0.48313, -0.67593, 2.59977], [1.45292, -1.35962, 1.22600], [1.50074, -2.43699, -0.96352], [2.43453, -1.15512, -0.94988], [-0.29494, 0.00870, -1.94620], [-2.49823, 2.99140, -1.77481], [-2.03788, 1.78486, -1.00059], [-2.50637, 2.62523, -0.90582]]}

=====

{"formula": "C3H7NOS2", "method": "wB97M-V/def2-TZVPD", "e_above_lowest_kj_mol": 414.7, "homo_lumo_gap_ev": 9.34, "fmax_ha_per_bohr": 0.1028, "e_homo_ev": -9.3, "smiles": "CS/C(CO)=N\\S", "e_lumo_ev": 0.06, "elements": ["C", "C", "C", "H", "H", "H", "H", "H", "H", "H", "N", "O", "S", "S"], "xyz": [[-1.77760, -0.52991, -0.56627], [0.56295, 0.49851, 0.31127], [1.70359, -0.43036, 0.50090], [-2.67795, -1.25261, -0.45964], [-1.01541, -1.14672, -1.15257], [-2.07450, 0.48878, -1.00620], [1.75226, -0.60461, 1.76100], [2.82783, 0.11103, 0.30159], [0.70307, -2.31332, 0.15929], [-1.54200, 2.56979, -0.14149], [0.89724, 1.57756, -0.21339], [1.66259, -1.79967, -0.20138], [-0.85758, -0.11802, 1.03953], [-0.16449, 2.94957, -0.33265]]}

=====

- What is the formula in the second record?
  C29H20F18N3O2PRe